1:
This record from OMol25 describes an isolated molecule of C6H12. The level of theory is ωB97M-V/def2-TZVPD.

Results
**Frontier orbital gap**: 10.21 eV
**SMILES string**: C[C@H]1[C@@H](C)[C@H]1C
**Total charge**: 0

Cartesian coordinates (Å):
1 C -0.92 -1.48 0.60
2 C -0.16 0.39 -1.10
3 C -1.05 1.45 -0.49
4 C 1.10 -0.15 -0.35
5 C -0.08 -1.02 -0.57
6 C 1.58 0.37 0.96
7 H -0.73 2.45 -0.78
8 H -0.49 -2.37 1.06
9 H 2.19 -0.39 1.46
10 H -0.12 0.46 -2.19
11 H 0.75 0.61 1.62
12 H 1.80 -0.09 -1.21
13 H -1.93 -1.74 0.27
14 H -1.02 -0.72 1.39
15 H 2.19 1.27 0.86
16 H 0.01 -1.78 -1.34
17 H -2.08 1.33 -0.81
18 H -1.05 1.42 0.60



2:
This record from OMol25 describes a 2-piece molecular cluster, C6H12 overall. The level of theory is ωB97M-V/def2-TZVPD.

Results
**Frontier orbital gap**: 10.55 eV
**SMILES string**: C=CCC.C=C
**Total charge**: 0

Cartesian coordinates (Å):
1 C 2.40 -0.81 -0.35
2 C -1.64 -0.03 0.90
3 C -1.32 0.86 -0.27
4 C -0.50 1.90 -0.22
5 C 2.23 0.41 -0.82
6 C -1.01 -1.41 0.71
7 H -0.25 2.48 -1.10
8 H 2.16 -1.69 -0.95
9 H -2.72 -0.13 1.02
10 H -1.07 -2.01 1.63
11 H -1.50 -1.97 -0.09
12 H 2.44 1.29 -0.22
13 H 2.75 -0.99 0.66
14 H -0.04 2.21 0.72
15 H -1.25 0.43 1.81
16 H -1.76 0.57 -1.23
17 H 0.05 -1.31 0.45
18 H 1.87 0.59 -1.83



3:
This record from OMol25 describes C6H12 as an isolated structure. The level of theory is ωB97M-V/def2-TZVPD.

Results
**Frontier orbital gap**: 10.26 eV
**Total charge**: 0

Cartesian coordinates (Å):
1 C -0.88 -1.02 -1.06
2 C 1.68 -0.76 0.41
3 C -1.14 -0.26 0.10
4 C -2.17 0.16 0.81
5 C 0.57 0.27 0.52
6 C 0.90 1.55 -0.22
7 H 2.60 -0.40 0.88
8 H 1.80 2.02 0.18
9 H 1.07 1.37 -1.29
10 H -0.48 -2.02 -0.89
11 H 0.42 0.50 1.58
12 H -0.44 -0.48 -1.90
13 H -2.14 -1.25 -1.45
14 H 0.09 2.29 -0.13
15 H -3.18 -0.11 0.53
16 H 1.92 -0.99 -0.63
17 H -2.02 0.82 1.67
18 H 1.41 -1.70 0.91



Relative energy table, unit kcal/mol: 1 0.0; 2 15.8; 3 32.9